{"formula": "C21H34AsN6O9PSTi", "method": "ωB97M-V/def2-TZVPD", "total_charge": 0, "homo_lumo_gap_ev": [7.21, 5.55], "energy_ha": -5651.1805, "e_homo_ha": [-0.2763, -0.2976], "spin_multiplicity": 3, "species": ["Ti", "N", "C", "C", "C", "C", "N", "C", "N", "N", "C", "O", "O", "H", "H", "H", "H", "H", "H", "H", "H", "H", "H", "H", "H", "H", "H", "O", "As", "O", "O", "C", "C", "C", "C", "C", "C", "S", "O", "O", "O", "H", "H", "H", "H", "H", "C", "P", "C", "C", "H", "H", "H", "H", "H", "H", "H", "H", "H", "N", "C", "O", "C", "C", "C", "N", "C", "C", "H", "H", "H", "H", "H", "H"], "coordinates": [[0.04967, 1.12924, 0.45631], [-0.61646, -1.12937, -0.23965], [-2.06546, -1.28898, -0.44829], [-2.28264, -1.92367, -1.78533], [-1.96844, -1.03476, -2.94633], [-0.49036, -0.69499, -3.29475], [-0.37776, 0.68080, -3.81809], [-1.03178, 1.10608, -4.84959], [-1.98681, 0.29170, -5.42726], [-0.66604, 2.26082, -5.39460], [-2.74981, 0.11552, -0.44203], [-3.90696, 0.18439, -0.81961], [-2.08255, 1.14466, -0.09004], [-0.13381, -1.89328, -0.68212], [-0.40993, -1.22349, 0.76956], [-2.50790, -1.88479, 0.31676], [-3.33545, -2.21410, -1.89049], [-1.64149, -2.86917, -1.77722], [-2.48800, -0.11021, -2.71889], [-2.43957, -1.50668, -3.81745], [-0.01331, -1.34334, -3.98139], [0.16234, -0.73603, -2.41478], [0.14175, 1.32687, -3.22628], [-2.55845, -0.27478, -4.82645], [-2.41223, 0.61156, -6.27902], [0.16066, 2.70871, -5.06033], [-1.23105, 2.66098, -6.11972], [2.78149, 3.37152, -0.70868], [1.62839, 3.08210, -2.10291], [2.15751, 2.56721, -3.53074], [0.57991, 1.94865, -1.30760], [0.47345, 2.50957, 2.05981], [0.25777, 3.84106, 1.86956], [-0.24900, 4.65319, 2.86545], [-0.54626, 4.17240, 4.10890], [-0.30872, 2.81377, 4.33513], [0.20476, 2.02158, 3.33677], [0.16401, 0.23018, 3.57961], [1.43144, -0.44960, 3.82709], [-0.92159, -0.01660, 4.49325], [-0.24822, -0.03385, 2.08647], [3.47018, 3.99756, -0.92321], [0.40015, 4.28016, 0.86766], [-0.48499, 5.69597, 2.66225], [-1.01837, 4.82745, 4.83205], [-0.55502, 2.40217, 5.30720], [-4.26963, -4.44299, 2.34064], [-2.46543, -4.54068, 2.32074], [-2.05395, -3.16615, 3.42622], [-2.39594, -5.93744, 3.54384], [-4.54776, -4.04260, 3.30166], [-4.70545, -5.40733, 2.23581], [-4.71171, -3.81883, 1.54470], [-2.48131, -3.36514, 4.41170], [-2.43626, -2.18267, 3.09452], [-0.96116, -3.15794, 3.47046], [-3.10409, -5.72721, 4.34852], [-1.38717, -6.12529, 3.88171], [-2.74897, -6.85476, 2.99221], [5.94337, 1.32032, -2.36727], [6.24842, 0.92978, -1.06660], [7.35376, 0.79481, -0.53291], [5.02788, 0.63779, -0.27453], [4.63814, 1.38116, 0.87223], [3.28560, 1.33890, 1.23749], [2.32071, 0.68401, 0.57037], [2.75924, -0.10939, -0.45653], [4.06278, -0.18839, -0.89438], [6.69002, 1.53665, -2.99752], [5.07354, 1.79645, -2.49107], [5.26356, 2.14704, 1.34993], [2.92208, 1.98176, 2.04210], [2.03548, -0.66035, -0.97684], [4.30922, -0.82970, -1.77817]], "mulliken_charge": [0.13, -0.31, 0.67, -1.39, -1.14, 0.43, 0.36, 0.71, -0.29, -0.32, 0.08, -0.73, -0.56, 0.29, 0.50, 0.08, 0.48, 0.34, 0.93, 0.42, 0.33, -0.59, -0.15, 0.16, 0.24, 0.17, 0.21, -0.54, 0.35, -0.67, 0.15, 0.53, -0.79, -0.70, -0.66, -0.53, 0.53, 1.29, -0.71, -0.66, -0.38, 0.30, 0.13, 0.35, 0.38, 0.43, -1.12, 0.20, -1.08, -1.16, 0.33, 0.40, 0.30, 0.51, 0.30, 0.29, 0.31, 0.38, 0.35, -0.31, 0.08, -0.59, 0.77, -1.00, -0.24, 0.64, 0.19, -1.01, 0.24, 0.17, 0.44, 0.47, -0.02, 0.31]}

***

{"formula": "C21H34B2F4N3O11S", "method": "ωB97M-V/def2-TZVPD", "total_charge": -1, "homo_lumo_gap_ev": 6.97, "energy_ha": -2659.8679, "e_homo_ha": -0.1741, "species": ["C", "C", "C", "C", "O", "B", "O", "C", "F", "C", "C", "S", "C", "N", "N", "C", "O", "C", "B", "O", "N", "C", "C", "C", "F", "C", "C", "O", "H", "H", "H", "H", "H", "H", "H", "H", "H", "H", "H", "H", "H", "H", "H", "H", "H", "H", "H", "H", "H", "H", "H", "H", "H", "H", "H", "H", "C", "C", "O", "C", "O", "O", "F", "H", "H", "H", "C", "C", "O", "C", "O", "O", "F", "H", "H", "H"], "coordinates": [[-1.06758, -0.81129, 3.52383], [-0.99471, -2.41845, 3.46464], [0.45674, -3.00086, 3.11242], [0.78527, -3.00631, 1.52080], [1.68243, -1.90120, 1.28455], [1.45077, -1.30094, -0.06180], [0.19294, -0.51163, -0.23414], [0.49186, 0.79719, -0.78797], [0.97239, 0.45622, -2.11483], [-0.77916, 1.74700, -0.63314], [-1.29481, 2.08924, -2.12778], [-2.60816, 3.44486, -2.14236], [-1.78220, 4.77042, -3.16415], [-1.25276, 4.45633, -4.46572], [-0.68442, 5.62636, -4.92900], [-0.87556, 6.61434, -3.91351], [-1.58311, 6.11204, -2.76571], [1.86228, 1.15661, 0.03039], [3.02982, 2.00504, -0.77545], [4.39387, 1.70964, -0.33452], [2.76099, 2.96758, -1.88272], [1.83074, 4.06528, -1.47935], [4.03332, 3.67725, -2.30001], [1.73136, 1.34613, 1.62092], [2.92132, 0.77385, 2.24461], [1.58285, 2.85527, 2.12694], [0.14888, 3.21777, 2.75924], [2.45740, -0.18666, -0.04894], [-0.06864, -0.30715, 3.73661], [-1.81481, -0.54445, 4.35481], [-1.50378, -0.45472, 2.52416], [-1.34216, -2.83796, 4.47275], [-1.73911, -2.78298, 2.66537], [0.59706, -4.06719, 3.53596], [1.24491, -2.34295, 3.63670], [-0.15149, -2.99735, 0.86713], [1.33233, -3.99955, 1.31908], [1.80718, -1.97999, -0.97651], [-1.62340, 1.12482, -0.15395], [-0.61395, 2.66910, 0.01150], [-0.37062, 2.47348, -2.70141], [-1.76198, 1.18874, -2.64499], [-0.53696, 7.70907, -3.89960], [4.69295, 0.86362, -0.72712], [2.39797, 4.99042, -1.08161], [1.08337, 3.77706, -0.66911], [1.21832, 4.43672, -2.38003], [3.68267, 4.65069, -2.81466], [4.62327, 3.09237, -3.09354], [4.67747, 4.00744, -1.41669], [0.85965, 0.71288, 2.02266], [2.35234, 2.99542, 2.97891], [1.82237, 3.65722, 1.35326], [0.11026, 4.37309, 2.81932], [-0.01458, 2.76127, 3.79396], [-0.74154, 2.90863, 2.11376], [-4.03223, -1.45360, -1.18737], [-5.15000, -1.52772, -0.19606], [-4.82578, -0.51303, 0.73186], [-4.13249, 0.42042, 0.02154], [-3.92509, 1.53603, 0.39941], [-3.70851, -0.07049, -1.17611], [-5.15076, -2.71836, 0.44956], [-3.15713, -2.03401, -0.88097], [-4.33659, -1.77748, -2.18377], [-6.14057, -1.33583, -0.61936], [0.24331, -7.96657, -0.97359], [1.38968, -7.36549, -0.22397], [0.80755, -6.25092, 0.41899], [-0.49694, -6.58928, 0.62102], [-1.23198, -6.01713, 1.36857], [-0.85981, -7.66918, -0.13132], [2.34629, -6.92215, -1.07354], [0.08972, -7.50182, -1.95157], [0.35336, -9.04355, -1.11028], [1.83613, -8.02868, 0.52300]], "mulliken_charge": [-0.43, -0.40, -0.66, 0.33, -0.68, 1.93, -0.85, 0.27, -0.42, 0.74, -0.77, -0.17, 0.46, -0.17, -0.39, -0.04, -0.25, -0.20, 0.97, -0.57, 0.02, -0.70, -0.91, 1.13, -0.44, -0.58, -0.90, -1.11, 0.14, 0.39, -0.17, 0.33, 0.17, 0.25, 0.33, -0.01, -0.08, -0.47, -0.81, 0.05, 0.55, 0.37, 0.32, 0.31, 0.33, 0.14, 0.16, 0.38, 0.24, 0.26, -0.68, 0.45, 0.05, 0.32, 0.31, 0.11, -0.29, 0.25, -0.32, 0.63, -0.51, -0.12, -0.29, 0.18, 0.27, 0.26, -0.44, 0.30, -0.19, 0.59, -0.49, -0.34, -0.28, 0.28, 0.26, 0.26]}

***

{"formula": "C21H34BN5O2PPdS4", "method": "ωB97M-V/def2-TZVPD", "total_charge": 0, "homo_lumo_gap_ev": [5.11, 5.29], "energy_ha": -3331.5127, "e_homo_ha": [-0.1687, -0.2798], "spin_multiplicity": 6, "species": ["Pd", "C", "C", "O", "P", "S", "S", "O", "C", "C", "H", "H", "H", "H", "H", "H", "H", "H", "H", "H", "C", "N", "C", "C", "N", "B", "N", "C", "C", "N", "C", "C", "S", "C", "S", "H", "H", "H", "H", "H", "H", "H", "H", "H", "H", "H", "H", "C", "N", "C", "C", "C", "C", "C", "C", "C", "C", "H", "H", "H", "H", "H", "H", "H", "H", "H", "H", "H", "H"], "coordinates": [[-0.14578, -0.39273, -0.07241], [4.46012, -3.45744, 4.44356], [3.61644, -3.10363, 3.22330], [2.91625, -1.82087, 3.46798], [2.40376, -0.84607, 2.25333], [1.03383, 1.72609, -0.02644], [0.23124, -0.85325, 2.14889], [2.76330, 0.57308, 2.96900], [2.43934, 0.76311, 4.37145], [1.70299, 2.07110, 4.60124], [4.78171, -4.50926, 4.27469], [3.89322, -3.35133, 5.37802], [5.36833, -2.81916, 4.41123], [2.88857, -3.85046, 2.99986], [4.17584, -2.98302, 2.28664], [3.43352, 0.87306, 4.82367], [1.91596, -0.08100, 4.80475], [2.12542, 2.89396, 3.98115], [1.72953, 2.40776, 5.63783], [0.64820, 1.95805, 4.21827], [-1.63726, 2.49020, -4.18380], [-1.62365, 3.29543, -2.92872], [-2.65499, 4.18102, -2.59692], [-2.44065, 4.47775, -1.32851], [-1.22292, 3.92102, -0.86476], [-0.91277, 3.77640, 0.62136], [-1.94463, 2.85009, 1.31883], [-2.61097, 3.27116, 2.48992], [-3.68672, 2.49971, 2.72950], [-3.65445, 1.50370, 1.75067], [-4.75754, 0.54551, 1.49131], [-2.57024, 1.70045, 0.91588], [-2.22859, 0.69440, -0.40364], [-0.72016, 3.18721, -1.84045], [0.85258, 2.39014, -1.98277], [-1.43563, 1.42492, -3.90094], [-0.92566, 2.82708, -4.93218], [-2.62902, 2.45262, -4.57587], [-3.40476, 4.36027, -3.31984], [-2.99489, 5.16015, -0.65215], [-0.88829, 4.87706, 1.15819], [0.22560, 3.24908, 0.81411], [-2.29156, 4.22761, 2.85443], [-4.44889, 2.29771, 3.44804], [-5.35525, 0.45596, 2.39288], [-4.32526, -0.40543, 1.20671], [-5.30665, 0.87953, 0.59826], [3.21551, -1.43422, -4.17204], [1.82954, -1.95780, -3.86530], [0.79613, -1.83276, -4.87223], [1.40053, -1.74190, -2.48332], [0.30863, -2.67355, -1.86864], [0.03620, -3.96724, -2.36071], [-0.98347, -4.80531, -1.78622], [-1.76444, -4.29383, -0.73076], [-1.54402, -2.96828, -0.25925], [-0.53355, -2.24199, -0.83019], [3.18897, -0.47758, -4.73858], [3.71104, -2.18706, -4.83474], [3.74503, -1.35260, -3.24175], [1.10288, -1.23247, -5.77554], [-0.19589, -1.47031, -4.48933], [0.54030, -2.84425, -5.19207], [1.05709, -0.74552, -2.23716], [2.23413, -1.92776, -1.84645], [0.74699, -4.26525, -3.16402], [-1.01714, -5.84837, -2.05971], [-2.53538, -4.86661, -0.25364], [-2.12761, -2.65402, 0.58611]], "mulliken_charge": [0.54, -1.07, -0.37, -0.20, 0.13, -0.23, -0.56, -0.35, -0.15, -1.04, 0.35, 0.28, 0.27, 0.33, 0.40, 0.27, 0.33, 0.25, 0.39, 0.16, -0.88, 0.26, -0.49, -0.53, 0.25, -0.46, 0.93, -0.81, -0.45, 0.17, -0.77, 0.04, -0.64, -0.07, -0.29, 0.28, 0.28, 0.38, 0.51, 0.41, -0.17, 0.08, 0.53, 0.44, 0.31, 0.25, 0.31, -0.95, 0.16, -1.03, -0.84, 0.69, -0.24, -0.92, -0.41, -0.38, 0.17, 0.31, 0.32, 0.35, 0.32, 0.29, 0.30, 0.08, 0.61, 0.37, 0.36, 0.41, 0.41]}